Record 1
{"formula": "C3H23O9Y", "method": "wB97M-V/def2-TZVPD", "lumo_ev": -9.30, "total_charge": 2, "orbital_gap_ev": 5.975, "e_above_lowest_ev": 5.335, "multiplicity": 1, "species": ["Y", "C", "C", "C", "O", "H", "H", "H", "H", "H", "H", "H", "O", "H", "H", "O", "H", "H", "O", "H", "H", "O", "H", "H", "O", "H", "H", "O", "H", "H", "O", "H", "H", "O", "H", "H"], "positions_angstrom": [[-0.029436, 0.980095, 3.804010], [1.283333, -1.071008, 0.278773], [0.537217, 0.254285, 0.236386], [-0.878659, -0.042462, -0.297832], [0.523816, 0.934829, 1.450834], [1.673770, -1.352190, -0.702452], [0.670620, -1.896257, 0.652414], [2.243846, -1.040125, 0.814968], [0.999803, 0.849826, -0.560808], [-0.810289, -0.374417, -1.334391], [-1.522110, 0.839740, -0.352641], [-1.455433, -0.816727, 0.221986], [0.584566, 3.739357, 0.443467], [0.959482, 3.996368, -0.410201], [0.656068, 2.770715, 0.465661], [-1.829617, -0.326522, 2.972322], [-2.543663, -0.872335, 3.350646], [-1.682580, -0.673885, 2.068754], [0.517378, 3.323568, 3.108063], [0.144608, 4.177292, 3.387414], [0.747189, 3.457740, 2.145194], [0.729269, -1.209110, 3.571437], [0.800844, -2.069204, 4.027560], [1.366539, -1.257278, 2.822270], [-3.684093, -1.285711, -2.118480], [-2.816791, -1.695814, -1.959762], [-3.494457, -0.421713, -2.501003], [-1.462818, -3.077306, -2.085361], [-0.582199, -2.873768, -1.750232], [-1.349073, -3.890886, -2.594950], [3.274454, -0.351684, -2.864274], [3.131060, -1.215999, -2.466900], [2.407056, 0.091998, -2.868717], [0.681794, 0.762818, -3.575795], [-0.038525, 0.217205, -3.241836], [0.247016, 1.418566, -4.136536]], "atomic_forces_ev_per_a": [[0.6431, 0.1890, -5.5342], [1.0015, -0.2772, 0.0929], [-0.8241, -1.2651, -1.0145], [-0.2227, 0.6640, -0.2287], [-0.6877, 0.5868, 4.2306], [-0.5108, -0.0101, -0.1698], [-0.0314, 0.0001, 0.0463], [-0.2439, 0.3010, 0.3563], [0.2218, 0.3536, 0.3683], [0.0676, -0.2586, 0.0795], [0.1942, 0.1211, 0.2152], [0.2422, -0.1885, 0.1265], [0.0420, -0.6254, 0.2322], [0.0762, 0.2379, 0.2563], [-0.1323, -0.0037, -0.2837], [-0.0577, 0.1050, 0.3930], [0.0921, 0.2969, -0.0410], [0.0404, 0.3587, 0.0886], [-0.5244, -0.9411, 0.5620], [0.1838, -0.1575, 0.0398], [-0.0527, 0.1533, 0.0405], [0.9046, 0.0340, 0.0653], [-0.1046, 0.3193, 0.0476], [-0.3593, 0.0137, 0.0772], [0.4111, 0.2650, 0.3703], [-0.3978, -0.1534, -0.3563], [-0.1506, -0.1204, -0.0756], [0.4368, 0.0504, 0.2092], [-0.0341, -0.1692, -0.1064], [-0.1928, 0.1321, -0.0133], [-0.3583, 0.1994, 0.4482], [0.0856, -0.0149, -0.1947], [0.3665, -0.2026, -0.3568], [-0.3348, 0.0927, 0.3433], [-0.0072, -0.0186, -0.2701], [0.2175, -0.0674, -0.0441]], "lowdin_charge": [2.032, -0.054, -0.533, -0.047, -0.338, 0.075, 0.084, 0.094, 0.134, 0.062, 0.101, 0.070, -0.033, 0.093, 0.012, -0.093, 0.128, 0.069, -0.121, 0.105, 0.039, -0.109, 0.134, 0.081, -0.064, -0.028, 0.031, -0.042, 0.031, 0.076, -0.056, 0.018, -0.014, -0.035, 0.029, 0.071]}

=====

Record 2
{"formula": "C3H25NO12", "method": "wB97M-V/def2-TZVPD", "lumo_ev": -0.08, "smiles": "O=CCNC=O.O.O.O.O.O.O.O.O.O.O", "orbital_gap_ev": 9.800, "e_above_lowest_ev": 2.256, "multiplicity": 1, "species": ["C", "N", "C", "C", "O", "O", "H", "H", "H", "H", "H", "H", "H", "O", "H", "H", "O", "H", "H", "O", "H", "H", "O", "H", "H", "O", "H", "H", "O", "H", "H", "O", "H", "H", "O", "H", "H", "O", "H", "H", "O"], "positions_angstrom": [[0.763620, -1.616093, 0.297604], [0.038538, -0.864185, 1.159330], [0.641521, 0.251779, 1.822071], [-0.391206, 1.443642, 1.845408], [-1.062422, 1.608307, 0.873851], [1.951314, -1.441139, 0.216517], [0.390465, -2.535909, -0.351994], [-0.992498, -1.054170, 1.400894], [1.494208, 0.692835, 1.211752], [1.169243, 0.071979, 2.791852], [-0.324896, 2.147147, 2.683496], [-0.169849, -2.427006, 2.632634], [-1.105489, -2.448470, 3.758857], [-0.242554, -2.845059, 3.499196], [-1.657553, -3.545952, 0.480139], [-1.013019, -3.506857, 1.881484], [-0.830519, -3.803046, 0.961663], [-2.233753, -0.945397, -1.122497], [-3.639325, -1.010790, -1.297308], [-3.037386, -0.904132, -0.562742], [0.772465, 0.028489, -1.912739], [0.918990, -1.060865, -2.810995], [0.262531, -0.375347, -2.708156], [3.958772, 0.967434, -1.423578], [3.757958, -0.544406, -1.138743], [3.636166, 0.124141, -1.808079], [1.812800, 1.551832, -2.197697], [0.406252, 1.826414, -1.668485], [1.291161, 1.524431, -1.391601], [-3.196151, -2.024582, 1.697124], [-3.050480, -0.727327, 2.571183], [-2.595392, -1.497171, 2.234533], [-1.767831, 3.473834, -0.948940], [-1.656362, 2.807923, -2.202198], [-2.322784, 3.325044, -1.708313], [2.055260, 2.801088, -0.221231], [2.882429, 2.208588, 0.993097], [2.432044, 2.989141, 0.648982], [0.469483, 1.246207, -4.065729], [-0.980350, 1.807943, -4.053369], [-0.071045, 2.035322, -3.856039]], "atomic_forces_ev_per_a": [[-0.1381, -2.0498, -1.1355], [-2.4730, -0.8690, 0.4322], [0.8123, 1.8947, 0.2241], [2.1168, -1.3597, -0.2590], [-0.9489, 0.5167, -0.1949], [1.9077, 0.5557, -0.4110], [-0.4305, 2.3133, 1.6217], [1.9665, 0.3472, -0.9694], [-1.1713, -0.7204, 0.2795], [-0.9262, -0.2594, -0.3880], [-0.2131, 0.1542, 0.1707], [0.9410, 0.3540, 0.0612], [0.7321, -0.4939, 0.2238], [-1.3374, 0.5720, 0.2044], [1.0874, -0.4425, 0.4300], [0.1447, -0.8977, -0.5611], [-1.8357, 0.3698, -0.0173], [0.2075, 0.2746, 0.9459], [-1.0883, 0.0324, 0.0000], [0.9376, -0.3928, -1.0174], [-1.4772, -0.1192, -1.2599], [0.0428, -1.0461, -0.7865], [1.2628, -0.0068, 1.7674], [-0.1821, -0.9637, -0.2137], [-0.1641, -0.3158, 0.5309], [0.3927, 1.2625, -0.3915], [0.1803, -0.0051, -0.1503], [0.4356, 0.0783, -0.0490], [-0.4711, 0.7366, 0.5153], [-0.1966, 0.4783, -0.0706], [-0.4654, 0.1835, -0.1721], [0.5373, -0.5371, 0.4109], [-0.1615, 0.4492, 1.1184], [-0.7583, 0.2307, -0.3433], [0.9135, -0.6824, -0.7533], [0.1089, -0.6219, 0.2196], [-0.1751, 0.1022, -0.4844], [0.2255, 0.5925, 0.5636], [-0.8411, 0.2884, 0.2900], [-0.0662, -0.3033, -0.2573], [0.5680, 0.2999, -0.1242]], "nbo_charge": [0.518, -0.691, -0.347, 0.444, -0.529, -0.665, 0.182, 0.447, 0.256, 0.210, 0.127, 0.465, 0.475, -0.929, 0.461, 0.476, -0.947, 0.482, 0.467, -0.946, 0.499, 0.471, -1.005, 0.471, 0.496, -0.964, 0.497, 0.502, -0.951, 0.503, 0.498, -0.968, 0.468, 0.455, -0.924, 0.497, 0.464, -0.969, 0.500, 0.478, -0.976]}